No. 1
{"formula": "C3H8N2O2", "method": "the ωB97M-V functional and the def2-TZVPD basis", "e_tot_ev": -10315.53607, "charge": 0, "lumo_ev": 0.46, "homo_energy_ha": -0.31712, "smiles": "c1c[nH]cn1.O.O", "symbols": ["H", "N", "C", "H", "H", "C", "O", "N", "C", "O", "H", "H", "H", "H", "H"], "positions_angstrom": [[-1.706527, 0.531054, 0.515087], [-0.880271, 1.007062, 0.195668], [-0.373230, 1.316978, -1.041909], [-0.560911, -2.761462, 2.590124], [1.685283, 1.985429, -1.488420], [0.161178, 1.014159, 1.082454], [-0.390196, -2.697582, 1.652270], [1.265452, 1.395842, 0.528616], [0.933567, 1.711516, -0.771426], [-0.260005, -1.815716, -1.711235], [0.605413, -1.684077, -2.083309], [-0.631663, -3.585923, 1.386922], [-1.031027, 1.487922, -1.872210], [-0.119670, -1.926043, -0.780701], [-0.057547, 0.844789, 2.126849]], "forces_ev_per_a": [[-0.4, 0.2, -0.8], [0.5, -0.8, 1.0], [0.5, 1.5, 0.8], [0.1, 0.4, 0.5], [0.0, 0.3, 0.0], [-0.9, 0.3, -0.1], [-0.1, -0.1, -0.1], [0.5, 0.9, -0.1], [-0.7, -1.7, -0.5], [-0.7, -0.1, -0.6], [0.5, 0.1, -0.2], [0.0, -0.3, -0.5], [0.1, -0.3, -0.3], [0.2, 0.0, 0.9], [0.4, -0.3, 0.0]]}



No. 2
{"formula": "C10H10Cl2FeGaI2O6S", "method": "the ωB97M-V functional and the def2-TZVPD basis", "e_tot_ev": -161609.96791, "charge": 4, "spin_multiplicity": 6, "lumo_ev": [-16.02, -18.85], "homo_energy_ha": [-0.86738, -0.86994], "symbols": ["C", "C", "C", "H", "H", "O", "H", "C", "C", "Cl", "I", "H", "H", "H", "Fe", "H", "O", "Cl", "C", "O", "C", "O", "C", "H", "O", "H", "C", "O", "Ga", "H", "S", "I", "C"], "positions_angstrom": [[-0.898798, 0.392460, -2.566261], [-2.150221, 2.354092, -0.193383], [-1.011255, -1.678413, 2.044688], [-1.527419, -0.407677, -2.157488], [-1.120272, 1.314006, -2.018437], [-2.326049, 2.093120, 2.795657], [-1.144769, 0.535863, -3.627521], [1.412119, -0.248579, 4.621540], [0.568911, 0.017215, -2.455051], [3.022189, 0.433959, 4.862972], [1.026106, 3.514267, 0.015676], [2.537228, 0.810957, -2.871457], [1.319322, 2.069028, -2.525401], [1.891669, -1.639538, -2.913853], [-0.032622, -1.879427, 0.396387], [1.294713, 1.201157, -4.086573], [-3.086375, 2.926325, -0.505711], [1.384899, -1.959029, 4.113138], [0.853195, -1.338545, -3.102688], [-1.972718, -1.816969, 2.674019], [-1.594524, -2.085816, -0.537996], [-0.602093, 0.586487, 3.775384], [1.487318, 1.097845, -3.008558], [0.838972, -0.168503, 5.552513], [1.240257, 0.955004, 2.497654], [0.696491, -1.258958, -4.188559], [-1.420541, 1.502142, 2.339730], [-2.613975, -2.535052, -0.881358], [0.019105, 1.299326, 0.860551], [0.185929, -2.123310, -2.717877], [1.005820, -0.207550, -0.578399], [0.073534, -4.273393, 0.856861], [0.643839, 0.517491, 3.529817]], "forces_ev_per_a": [[0.0, -0.1, 0.3], [-3.0, 1.6, -1.0], [-5.2, -0.3, 3.7], [-0.1, 0.2, -0.3], [0.0, -0.1, -0.4], [3.7, -2.6, -2.2], [0.0, 0.0, 0.3], [1.3, -1.2, 0.8], [-0.6, 0.2, -1.2], [-0.8, -0.4, 0.0], [0.4, 0.7, 0.0], [-0.1, 0.2, -0.2], [-0.1, 0.0, -0.2], [-0.2, 0.0, -0.3], [1.5, -0.3, -0.8], [0.0, 0.0, 0.3], [2.8, -1.7, 0.9], [0.3, 0.9, 0.3], [0.3, -0.2, 0.7], [3.9, 0.6, -2.1], [-5.4, -3.2, -1.7], [2.6, -0.3, -0.5], [0.5, -0.3, 0.4], [0.1, 0.2, 0.1], [-0.6, -0.8, 0.3], [0.0, 0.1, 0.3], [-4.0, 2.7, 2.2], [4.6, 2.6, 1.2], [0.4, 0.4, 0.2], [0.1, 0.1, -0.2], [-0.2, 0.4, 0.2], [0.1, -1.1, -0.2], [-2.6, 1.4, -0.9]]}



No. 3
{"formula": "C5H33NO14", "method": "the ωB97M-V functional and the def2-TZVPD basis", "e_tot_ev": -35876.21734, "charge": 0, "lumo_ev": 0.08, "homo_energy_ha": -0.34654, "symbols": ["O", "O", "O", "H", "H", "H", "H", "H", "O", "O", "H", "H", "H", "H", "H", "H", "H", "O", "C", "H", "C", "O", "H", "H", "H", "C", "H", "O", "H", "H", "N", "H", "H", "H", "H", "H", "H", "O", "H", "H", "H", "O", "O", "H", "O", "H", "H", "C", "O", "O", "H", "H", "C"], "positions_angstrom": [[-3.943755, -0.446163, 1.642541], [-0.051709, 2.376899, -1.519210], [2.743907, -0.228735, 2.754286], [-2.633395, -2.938352, -1.706177], [2.938866, 0.679531, 2.481830], [1.398363, -0.185274, -1.174337], [0.175237, 0.636879, 2.973602], [1.515457, -2.608140, -0.147794], [0.565414, 1.220529, 3.651955], [-2.739364, -2.760313, -0.762319], [2.010283, 2.666902, 3.180364], [-2.343561, -2.092446, 1.874378], [5.007746, -0.182117, 0.068455], [-1.846100, -0.948917, -0.761883], [4.695087, 1.002716, 0.979279], [3.193983, -1.088938, 1.032040], [3.047243, 3.535090, 2.473005], [-3.955723, 1.905637, 0.107463], [-0.532242, 0.079510, -2.109119], [-1.991692, -3.268967, -0.424330], [0.842087, -0.597663, -2.018218], [-1.284864, 1.074537, 1.641688], [-4.730154, -0.780621, 2.088255], [-1.068149, -0.371482, -2.943964], [-3.454021, 2.727203, 0.147686], [0.716525, -2.087097, -1.998471], [4.166118, 1.302218, -1.159683], [2.712831, 2.634909, 2.517381], [-4.304239, 0.122153, 0.945965], [3.789856, -2.486291, 1.135644], [-1.314916, -0.094093, -0.914981], [0.164686, -2.444975, -2.871692], [-2.231007, 1.055551, 1.831806], [-3.637439, 1.543850, -0.733889], [-1.860146, -0.793410, 2.053384], [-1.140077, 1.744211, 0.963936], [-0.788565, -0.032122, -0.047328], [3.398717, 1.451894, -1.761013], [-4.490287, -0.721473, -2.162959], [-3.287865, -0.141633, -2.866157], [1.451272, -0.369458, -2.897933], [3.923259, -1.634331, 0.719026], [-0.516350, 1.869617, -3.651110], [0.814522, -4.003600, -1.116955], [-1.603564, -1.682609, 2.347621], [3.333821, 2.406095, -1.834942], [-0.111147, 1.113496, 4.331317], [-0.320081, 1.550859, -2.347282], [-4.233716, -0.255714, -2.965560], [5.180015, 0.772980, 0.182870], [-0.472944, 2.826927, -3.696259], [2.130307, -0.113438, 3.488530], [0.971496, -2.941800, -1.020728]], "forces_ev_per_a": [[-0.6, 0.1, -0.2], [-0.1, 0.0, 0.2], [0.2, -0.1, -0.2], [-0.3, 0.1, -0.1], [-0.1, 0.1, 0.2], [-0.1, -0.1, 0.1], [0.3, 0.6, -0.3], [-0.1, 0.0, 0.2], [-0.5, -0.7, 0.4], [0.2, -0.4, -0.4], [-0.2, -0.3, -0.1], [0.2, -0.7, 0.3], [0.1, 0.2, 0.3], [0.2, -0.1, -0.9], [0.0, 0.0, 0.2], [-0.1, 0.0, 0.5], [0.1, 0.0, -0.1], [0.2, 0.1, -0.5], [0.4, -1.0, 0.5], [0.1, 0.1, 0.4], [0.9, -0.2, -0.2], [0.0, 0.1, 0.5], [0.2, -0.1, 0.1], [0.0, 0.2, -0.2], [-0.2, 0.1, 0.3], [-1.3, 0.0, -0.1], [-0.4, 0.1, -0.2], [0.1, 0.3, 0.1], [0.3, 0.2, 0.1], [0.1, -0.1, 0.1], [-0.8, 0.3, 1.0], [0.3, -0.2, -0.1], [-0.2, 0.2, -0.3], [-0.1, -0.2, 0.1], [0.7, 0.0, 0.4], [-0.1, 0.0, -0.1], [0.2, 0.4, -0.4], [0.3, 0.0, 0.1], [-0.1, -0.1, 0.0], [0.3, 0.1, 0.0], [-0.1, 0.3, 0.0], [0.1, -0.1, -0.7], [0.0, -0.4, 0.4], [-0.2, -0.2, -0.1], [-0.6, 0.2, -0.7], [-0.1, 0.1, 0.0], [0.2, 0.3, 0.3], [-0.4, 0.2, -0.6], [-0.2, 0.0, 0.1], [0.2, -0.3, -0.3], [0.2, 0.5, -0.2], [-0.1, 0.1, -0.1], [0.8, 0.3, 0.0]]}